[1]
Below is 8 unconnected molecules or ions with the total composition C31H63FN2O16S at a distorted geometry, with properties calculated with wB97M-V/def2-TZVPD.

Properties
Frontier orbital gap (eV): 8.27
Molar mass (g/mol): 770.9

The geometry in XYZ format:
```
114
C31H63FN2O16S, DFT wB97M-V/def2-TZVPD
C -5.38 -0.44 -0.74
C -5.32 -1.12 0.58
C -5.64 -2.59 0.56
N -5.00 -0.52 1.69
N -3.77 -0.94 2.23
S -2.49 -0.10 1.46
O -2.11 -0.86 0.33
O -1.44 0.14 2.36
F -3.03 1.31 1.04
H -5.21 -1.18 -1.51
H -4.62 0.33 -0.85
H -6.35 0.05 -0.89
H -6.66 -2.71 0.19
H -4.96 -3.06 -0.15
H -5.51 -3.01 1.55
H -3.71 -0.70 3.22
C 1.21 3.01 -3.09
C -0.19 3.57 -3.23
O -1.11 2.57 -3.71
C -1.75 1.70 -2.92
C -1.31 1.53 -1.49
O -2.62 1.02 -3.39
H 1.25 2.21 -2.35
H 1.90 3.80 -2.78
H 1.55 2.59 -4.03
H -0.56 4.02 -2.31
H -0.20 4.35 -3.99
H -0.58 0.72 -1.43
H -2.17 1.28 -0.89
H -0.88 2.43 -1.05
C 0.62 -4.96 -0.31
C 0.00 -5.94 -1.27
O -1.23 -6.48 -0.76
C -2.42 -5.88 -0.91
C -2.47 -4.44 -1.37
O -3.42 -6.47 -0.60
H -0.02 -4.09 -0.14
H 1.58 -4.61 -0.69
H 0.78 -5.43 0.66
H -0.15 -5.51 -2.26
H 0.66 -6.79 -1.40
H -2.48 -3.79 -0.50
H -3.38 -4.30 -1.94
H -1.65 -4.16 -2.02
C -1.68 2.88 4.21
C -1.12 2.67 5.59
O -1.31 3.81 6.44
C -2.44 4.03 7.14
C -3.67 3.22 6.82
O -2.46 4.91 7.95
H -2.76 3.03 4.24
H -1.46 2.02 3.59
H -1.25 3.77 3.75
H -1.52 1.77 6.05
H -0.04 2.53 5.54
H -4.27 3.76 6.09
H -4.25 3.10 7.73
H -3.46 2.22 6.45
C 7.14 -2.33 -1.70
C 5.74 -1.76 -1.81
O 4.80 -2.74 -2.26
C 4.17 -3.60 -1.45
C 4.66 -3.77 -0.03
O 3.27 -4.27 -1.88
H 7.19 -3.13 -0.97
H 7.85 -1.56 -1.41
H 7.45 -2.75 -2.66
H 5.41 -1.31 -0.87
H 5.73 -0.97 -2.56
H 5.38 -4.59 0.00
H 3.81 -4.01 0.60
H 5.12 -2.88 0.39
C 10.47 2.32 -2.43
C 9.71 2.03 -1.16
O 9.52 0.63 -0.96
C 10.43 -0.17 -0.37
C 11.84 0.34 -0.14
O 10.13 -1.30 -0.09
H 11.48 1.90 -2.41
H 10.55 3.39 -2.60
H 9.96 1.87 -3.29
H 10.18 2.48 -0.28
H 8.71 2.45 -1.22
H 12.46 0.05 -0.99
H 12.23 -0.13 0.76
H 11.90 1.41 0.01
C -5.35 -3.53 6.55
C -4.69 -3.08 5.26
O -4.35 -1.69 5.30
C -3.20 -1.21 5.82
C -2.34 -2.12 6.66
O -2.93 -0.06 5.66
H -4.68 -3.43 7.40
H -5.66 -4.57 6.47
H -6.23 -2.92 6.75
H -3.82 -3.68 5.01
H -5.39 -3.18 4.44
H -2.61 -2.00 7.71
H -1.30 -1.82 6.53
H -2.40 -3.17 6.39
C -3.85 3.20 -7.23
C -2.75 4.02 -6.58
O -2.40 5.16 -7.38
C -3.05 6.34 -7.33
C -4.38 6.42 -6.61
O -2.59 7.29 -7.90
H -4.77 3.77 -7.34
H -4.05 2.31 -6.64
H -3.54 2.90 -8.24
H -3.01 4.33 -5.57
H -1.85 3.42 -6.51
H -5.18 6.26 -7.34
H -4.48 7.41 -6.19
H -4.49 5.71 -5.79
```



[2]
Below is a molecular structure, C31H64BBeCl4F3LiN7NaO5S2 at a distorted geometry, with properties calculated with wB97M-V/def2-TZVPD.

Properties
Frontier orbital gap (eV): 1.81
Charge: +1
ΔE to the lowest compared entry with this formula, charge and spin (kJ/mol): 1371.6
Molar mass (g/mol): 927.6

The geometry in XYZ format:
```
120
C31H64BBeCl4F3LiN7NaO5S2, DFT wB97M-V/def2-TZVPD
C 6.31 2.97 -0.91
O 6.78 2.53 0.40
C 5.97 1.37 0.90
C 4.59 2.01 1.49
C 3.75 1.07 2.53
C 3.49 -0.49 1.97
C 2.92 -0.38 0.40
N 2.10 -1.52 -0.09
S 2.92 -2.91 0.68
C 2.43 -1.70 -1.60
C 2.47 -0.31 -2.45
C 2.33 -0.37 -4.06
C 0.78 -0.34 -4.64
S 0.62 1.12 -5.85
C 1.57 -2.93 -2.22
N 2.13 -3.51 -3.54
N 0.14 -2.48 -2.29
C -0.32 -1.57 -1.20
C -1.91 -1.82 -1.08
C -2.72 -0.47 -1.66
C -3.22 -0.66 -3.22
C -4.26 0.63 -3.50
N -3.55 1.95 -3.22
C 0.58 -1.50 0.18
C 0.17 -0.22 1.15
C -1.36 -0.07 1.64
O -2.10 0.96 1.14
N -2.10 -0.89 2.69
C -3.60 -0.73 2.59
C -1.57 -0.51 4.06
B 0.26 -2.85 1.13
O 0.29 -2.78 2.64
N -0.19 -4.20 0.58
C -1.65 -4.50 0.97
C 0.55 -5.37 1.26
H 6.76 4.07 -1.07
H 6.68 2.33 -1.82
H 5.15 3.09 -1.02
H 5.82 0.69 -0.07
H 6.58 0.80 1.73
H 4.89 3.00 2.09
H 3.84 2.39 0.65
H 2.75 1.53 2.93
H 4.44 0.92 3.49
H 4.58 -0.98 2.01
H 2.74 -0.95 2.73
H 3.97 -0.46 -0.18
H 2.54 0.70 0.13
H 3.36 -3.82 -0.29
H 3.57 -2.08 -1.58
H 1.69 0.51 -2.06
H 3.54 0.19 -2.24
H 2.95 -1.24 -4.59
H 2.83 0.63 -4.48
H -0.04 -0.30 -3.81
H 0.62 -1.34 -5.24
H 0.99 2.26 -5.07
H 1.53 -3.91 -1.54
H 2.97 -4.12 -3.32
H 1.36 -4.13 -3.91
H -0.41 -3.36 -2.40
H -0.21 -0.46 -1.65
H -2.36 -2.70 -1.76
H -2.36 -2.01 -0.02
H -2.14 0.52 -1.46
H -3.72 -0.40 -1.01
H -2.35 -0.64 -4.01
H -3.92 -1.62 -3.30
H -4.74 0.57 -4.58
H -5.17 0.59 -2.72
H -3.86 2.68 -3.92
H -3.80 2.32 -2.26
H 0.40 0.75 0.49
H 0.78 -0.20 2.17
H -4.07 -1.43 3.43
H -3.95 -1.13 1.53
H -3.99 0.36 2.83
H -0.40 -0.60 4.14
H -2.02 -1.25 4.87
H -1.87 0.58 4.37
H 1.19 -2.47 2.95
H -1.74 -5.35 1.77
H -2.24 -4.71 -0.03
H -2.01 -3.51 1.52
H 1.66 -5.49 0.89
H -0.02 -6.34 0.87
H 0.42 -5.38 2.43
C 3.18 8.73 0.01
C 3.30 7.70 1.12
O 2.61 6.49 0.76
C 3.30 5.62 -0.05
O 4.44 5.83 -0.46
C 2.47 4.36 -0.31
F 1.17 4.64 -0.61
F 2.44 3.53 0.77
F 2.95 3.62 -1.35
H 2.13 8.90 -0.25
H 3.64 9.68 0.31
H 3.68 8.38 -0.91
H 2.81 8.08 2.02
H 4.34 7.50 1.37
Cl -4.47 -2.55 1.12
Be 0.03 0.48 5.69
Cl 3.03 -0.41 -6.54
C -8.60 -3.52 4.05
C -8.67 -2.18 3.32
C -7.38 -1.36 3.46
C -7.12 -1.06 4.92
N -6.90 -0.81 6.14
H -8.47 -3.38 5.13
H -9.53 -4.08 3.90
H -7.77 -4.12 3.67
H -9.52 -1.60 3.71
H -8.86 -2.36 2.26
H -7.48 -0.42 2.91
H -6.53 -1.91 3.04
Cl -0.43 -0.81 -7.52
Na 3.77 5.19 2.32
Cl -1.93 3.70 -3.99
Li -3.43 -0.45 -5.51
```